No. 1
A 4-piece molecular cluster, C36H67Br3Cl2F3IN3O11S3 overall in a non-equilibrium geometry, computed with ωB97M-V/def2-TZVPD.

Geometry as XYZ:
```
129
Properties=species:S:1:pos:R:3:lowdin_charge:R:1
H 2.0977 -1.6974 4.3143 0.0992
H 0.1777 -1.7921 0.2475 0.0862
H 3.8852 -0.7589 6.7590 0.1045
C 6.7435 -5.5780 1.1487 -0.1479
H 4.9849 -5.0603 -0.1510 0.1043
H 1.3646 0.3272 4.3591 0.1128
O -10.6123 5.3539 -1.2694 -0.2670
H -1.8275 -0.8663 1.5765 0.0784
H -3.9336 2.2575 -4.4755 0.0670
H 0.1452 -3.4166 1.3881 0.1453
H 1.5982 1.9710 -1.9988 0.1287
H 6.2677 -3.1850 2.1654 0.1288
C 4.9117 -1.8945 4.9305 -0.2924
H 6.5584 -3.8760 -0.3044 0.1005
H 0.9798 2.1215 -6.4833 0.0868
C -11.0037 2.9677 -1.4716 -0.0779
H -8.2466 7.6681 -2.4771 0.0768
H 6.1920 -6.0181 2.1125 0.0853
H 5.7881 0.4347 1.4368 0.1217
H -3.3730 7.4155 -3.7693 0.0756
C -8.9864 7.2555 -1.7879 -0.1226
C 0.5600 0.9617 0.0211 -0.1644
C 0.8172 -2.6670 -6.9095 -0.1158
H -12.1545 4.5488 -2.4093 0.1181
H -12.3224 4.4456 -0.6582 0.1248
H 1.6962 -5.4243 0.4778 0.1228
N 3.4338 -0.1097 2.7143 0.1203
H 3.1104 2.2853 5.1408 0.0643
H -10.3885 2.8158 -0.5791 0.0840
C 2.0063 -0.2390 2.1269 -0.2513
H -0.4401 0.3025 0.3974 0.1309
H -1.9338 -2.4857 0.7855 0.1207
Br -3.9132 -3.4858 2.2278 0.7530
C 1.4814 -4.7353 -0.4562 -0.2584
Cl -0.5900 0.9486 3.1561 0.6941
H -0.4458 1.5149 -2.1337 0.1210
C 1.3888 -2.3033 3.5671 -0.1172
H 4.7270 0.4183 5.4675 0.0501
H -3.9660 2.2594 -2.7145 0.0791
H 0.9280 3.0362 2.9413 0.1178
H 7.0194 -6.4449 0.3814 0.0887
C -5.1825 3.8041 -3.6163 -0.2737
O 0.3732 2.4631 -0.3880 -0.2443
C -0.0765 1.9507 -6.2522 -0.0717
H -5.8999 3.8891 -2.7936 0.1152
S -0.0089 -1.3343 -6.0765 0.6115
H 1.8145 -2.3357 -7.2047 0.0773
S -3.2316 5.2242 -4.6524 0.6259
C 1.5398 -1.8393 1.9866 -0.2177
C 2.3585 -3.2946 -0.3755 -0.6582
C 1.8438 -5.4704 -1.8908 -0.1615
C 5.8860 -0.3984 2.2874 -0.2044
N 4.5452 -2.1201 3.7125 0.0780
H 1.2992 2.1166 5.6553 0.0897
H 7.2637 0.9215 3.0278 0.1091
H 2.7293 -3.7701 1.6801 0.1384
H 3.8551 0.7714 2.2906 0.1531
C 1.2035 0.6749 3.2232 -0.5487
C 1.7353 2.2585 3.3260 -0.2597
H 2.7124 2.4987 2.7677 0.0886
C 0.6174 1.4364 -1.6515 -0.0184
C 2.1430 0.5486 0.7110 -0.0599
O -8.5899 4.8083 -2.6392 -0.2978
H 4.6986 -4.3266 2.3609 0.1284
H 2.0484 3.8450 5.0581 0.0959
Cl 5.0206 -1.5514 -0.2777 0.6398
C 5.2386 -3.5229 1.6623 -0.2142
O -2.1674 4.2518 -4.7746 -0.3001
C 4.2434 -2.2284 1.2951 -0.4838
O -10.4844 6.1579 -3.6412 -0.2797
H 7.7772 -5.0810 1.4686 0.0843
C -11.6050 4.3606 -1.4809 -0.2770
C -4.5812 2.4113 -3.6070 -0.0738
H -10.3561 2.8139 -2.3401 0.0706
H 0.8942 -3.5048 -6.2132 0.0745
H -2.0868 6.4408 -2.9762 0.0735
H -11.7895 2.2073 -1.4964 0.0819
C 4.7690 -0.6508 5.9869 -0.0594
C 5.6263 -3.2200 5.6869 -0.0729
H -5.3670 1.6508 -3.6318 0.0833
C 2.6537 -2.7161 1.1040 -0.1970
H -1.8241 7.1117 -4.6125 0.0774
H 2.5740 1.6536 0.7796 0.1319
F -1.7977 -1.2327 5.1466 -0.0621
C -1.3699 -1.9613 1.7206 -0.2142
F -3.7229 -2.5690 4.8825 -0.1497
H 5.7230 1.1785 3.6196 0.0539
C 0.1383 -2.2177 1.3653 -0.1650
H -0.1275 1.5943 -5.2190 0.0621
C 2.0076 2.6858 4.9210 -0.1062
H 4.9792 -3.3424 6.6838 0.0623
O -4.1898 4.7974 -3.4048 -0.2657
Br 2.2107 -4.2189 5.8855 0.6803
H -0.7048 1.3680 -8.2145 0.1279
H 6.7405 -1.1026 1.9380 0.1258
O 0.1087 -0.2400 -7.2789 -0.2609
H 0.3404 -4.4209 -0.5349 0.1050
H 0.2292 -2.9579 -7.7820 0.0790
C 5.7885 -4.4113 0.4006 -0.2687
F -1.5613 -3.8126 3.6071 -0.0751
S -9.6541 5.7806 -2.5170 0.6255
C -2.1697 -2.6507 2.9442 -0.6060
H 2.7650 0.0527 -0.1258 0.0401
C 4.4362 -1.1807 2.5961 -0.3623
H 3.4131 -3.7275 -0.7717 0.0482
H 0.3126 -1.9036 3.9017 0.1342
C -2.5639 6.6990 -3.9233 -0.1223
H -1.7134 0.7012 -6.9325 0.1179
H 3.4126 0.1253 3.7531 0.1489
Br -3.9774 -0.1962 3.4376 0.7147
C 1.4975 -3.8331 4.0088 -0.5596
H 1.7424 -6.6341 -1.7769 0.0871
C -2.7603 -1.6762 4.1219 -0.6430
H 1.1395 -5.0629 -2.7406 0.0664
H -8.5093 6.9972 -0.8408 0.0740
H 5.7721 -0.6296 6.6345 0.1129
H 6.7250 -3.0019 6.0210 0.0947
H -0.6120 2.9028 -6.3087 0.0651
N 6.4217 0.4217 3.4461 -0.0217
H -9.7955 7.9719 -1.6340 0.0766
H -5.7320 3.9924 -4.5447 0.1219
H 5.4734 -4.2102 5.0836 0.0800
H 2.9475 -5.2606 -2.2469 0.0780
O -4.0619 5.6014 -5.7766 -0.2785
I 1.8666 -1.9816 -2.0828 0.9740
O 0.8193 -0.9016 -4.9719 -0.3895
O -1.4002 -1.6932 -5.9005 -0.2810
O 1.1541 -4.9549 3.3449 -0.0896
C -0.6803 0.9386 -7.2076 -0.2668
```

Computed properties:
Orbital gap   8.67 eV
Net charge   +1
Molecular weight   1308.66 g mol⁻¹
E_tot   -12837.15880 Eh

---

No. 2
C31H27ClKN3O4P as an isolated structure, computed with ωB97M-V/def2-TZVPD.

Geometry as XYZ:
```
68
Properties=species:S:1:pos:R:3:lowdin_charge:R:1
H 2.6423 -3.1438 -1.0292 0.0853
C 1.0012 0.2677 -4.0032 -0.1188
H -1.7840 1.6095 -4.1748 0.0990
C 4.8253 2.1966 -0.9851 -0.0585
C -6.6519 0.7376 4.2182 -0.5172
H 1.1909 -3.1007 -4.0470 0.1029
H 1.1584 1.4697 -2.2544 0.1113
N -2.6810 0.7014 -1.0711 0.0366
H 5.2944 4.1622 -0.2633 0.0959
H -7.0696 -1.4483 2.3670 0.1317
C 4.5990 3.3326 -0.2209 -0.0955
H 4.2798 -0.6883 0.7840 0.0808
H 5.3443 -2.2125 2.3644 0.0756
H -3.8217 1.7984 0.2632 0.0816
C -2.1283 0.6716 -2.2811 -0.1398
H 3.2936 4.2618 1.2135 0.0983
C 3.4890 3.3910 0.6005 -0.0949
N -5.1206 -1.1609 1.5699 0.0047
H 3.8678 -3.7928 3.6775 0.0887
H 3.9520 -1.0191 -1.3986 0.0604
H 5.4183 -0.1664 -1.8611 0.0823
C 1.1790 0.4561 -2.6430 -0.1461
N -4.0810 -0.3336 1.7544 0.0508
C 0.0477 -2.4629 1.6570 -0.1361
H 3.9409 0.0099 -2.8184 0.0857
H -0.5036 -1.9862 0.8538 -0.0334
H -0.4769 -3.2158 2.2281 0.0237
O -2.7171 2.0390 2.3424 -0.1484
C 4.2756 -2.2473 2.2019 -0.1410
C 2.0975 -3.1279 2.7596 -0.0853
C -6.1519 -0.8860 2.3811 -0.0133
H 1.7331 2.3765 1.2645 0.0950
C 1.3910 -1.9146 -2.2855 -0.2652
C 3.4433 -3.1176 2.9404 -0.1333
C 1.0035 -1.0215 -4.5176 -0.0988
K -1.3728 0.2669 1.4476 0.7510
O -7.8209 0.4174 4.2743 0.0656
H -5.0336 -1.8990 0.8950 0.1552
H 0.8613 -1.1959 -5.5771 0.0941
H 1.4655 -4.0300 -2.0113 0.0737
C 1.4098 -2.2905 1.7982 -0.3870
C -3.0203 2.8019 -2.8684 -0.0923
C 1.6241 -3.1228 -1.4265 -0.0429
C -5.7660 0.1885 3.1573 -0.0608
H -1.5365 -0.2038 -2.5234 0.1049
C 2.8161 1.1758 -0.1339 -0.3322
C 1.3947 -0.6106 -1.7715 -0.3356
O -6.0970 1.5552 5.0921 0.1076
C -3.5339 1.6185 3.1761 -0.6189
C 2.6106 2.3171 0.6302 -0.0999
C 1.1896 -2.0894 -3.6546 -0.0593
C 2.2773 -1.3851 1.0726 -0.3691
C -2.2658 1.6909 -3.2105 -0.0573
H -3.1611 3.6282 -3.5522 0.1058
C -3.5934 2.8276 -1.6107 -0.6402
C 3.9616 1.1049 -0.9563 -0.2716
H 5.7081 2.1446 -1.6132 0.1060
C -3.4033 1.7668 -0.7337 -0.1689
Cl -4.5512 4.1813 -1.1025 0.6733
H -5.1096 1.6787 4.8853 0.0495
O -3.7072 1.9846 4.3621 0.0087
H 0.8582 1.1274 -4.6473 0.0968
P 1.5382 -0.1403 0.0132 1.0749
C -4.4638 0.5015 2.7097 -0.1509
H 1.4865 -3.8071 3.3450 0.0951
C 3.6618 -1.4050 1.3080 -0.1454
H 0.9607 -3.1505 -0.5590 0.0558
C 4.3316 -0.0832 -1.8019 -0.0506
```

Computed properties:
Orbital gap   5.19 eV
Relative energy (zero: lowest compared OMol25 entry of this formula, charge and spin)   0.0 kJ/mol
Net charge   -1
Molecular weight   611.10 g mol⁻¹
E_tot   -3064.35442 Eh

---

net charge of number 1 (C36H67Br3Cl2F3IN3O11S3)?
+1

---

Which of these has the highest orbital gap?
C36H67Br3Cl2F3IN3O11S3